Record 1
{"formula": "C4H10NO", "method": "ωB97M-V/def2-TZVPD", "elements": ["N", "C", "C", "C", "C", "O", "H", "H", "H", "H", "H", "H", "H", "H", "H", "H"], "positions_angstrom": [[1.80980, 0.82044, -0.48829], [0.76149, 0.20136, -1.28003], [0.00543, -1.01445, -0.60985], [-0.49294, -0.67058, 0.84499], [-1.17956, 0.68223, 0.97259], [-0.34597, 1.79099, 1.06729], [1.19114, 1.29746, 0.20627], [2.19419, 0.06399, 0.12154], [1.05107, -0.16136, -2.27083], [-0.05811, 0.99054, -1.52274], [-0.84823, -1.25818, -1.25162], [0.65753, -1.93567, -0.48521], [-1.16600, -1.42234, 1.11359], [0.25610, -0.79092, 1.64695], [-1.91451, 0.78653, 0.13109], [-1.92143, 0.61995, 1.80426]], "forces_ev_per_angstrom": [[-0.226, -0.967, 0.872], [-2.233, -0.330, -0.609], [1.059, 0.620, 1.313], [0.881, 0.511, -0.913], [-0.034, 1.719, 0.113], [-0.443, -1.182, -0.104], [0.158, 0.602, 0.179], [-0.048, 0.624, -0.774], [0.606, 0.083, -0.080], [1.382, -1.094, 0.666], [0.015, -0.128, 0.152], [-0.442, 0.909, -0.599], [-1.594, -1.448, 0.301], [0.370, 0.433, -0.584], [0.250, -0.225, -0.400], [0.298, -0.127, 0.467]], "de_lowest_ev": 0.493, "smiles": "NCCCC[O-]", "energy_ha": -288.37352, "homo_lumo_gap_ev": 6.888, "fmax_ev_per_a": 2.34, "total_charge": -1}



Record 2
{"formula": "C4H4BaO12", "method": "ωB97M-V/def2-TZVPD", "elements": ["Ba", "O", "C", "O", "O", "H", "O", "C", "O", "O", "H", "O", "C", "O", "O", "H", "O", "C", "O", "O", "H"], "positions_angstrom": [[0.36737, 0.47386, 0.46164], [-0.29608, 0.94820, 4.80356], [-0.66808, -0.26030, 4.16920], [-1.46094, -0.97469, 4.76133], [-0.04838, -0.47254, 3.06991], [0.47091, 1.22142, 4.28984], [-1.51035, 3.84078, -2.09510], [-0.94645, 2.96709, -1.19083], [-1.72890, 2.36628, -0.41924], [0.30038, 2.84088, -1.20880], [-2.45130, 3.77658, -1.89068], [3.77317, -1.90313, -1.63197], [2.67566, -1.43637, -0.94721], [2.79844, -1.12261, 0.27616], [1.62403, -1.27442, -1.59473], [4.46676, -1.89691, -0.95956], [-0.94292, -2.22709, -2.75093], [-1.88857, -1.75976, -1.84057], [-3.07191, -2.00545, -2.07630], [-1.37595, -1.14296, -0.85243], [-0.08690, -1.95887, -2.37330]], "forces_ev_per_angstrom": [[-0.975, -1.237, -0.860], [-0.027, -0.167, -0.033], [0.508, -0.715, -0.336], [-0.054, 0.405, -0.015], [-0.190, 0.780, 0.020], [-0.057, 0.141, -0.028], [0.060, 0.071, 0.046], [0.420, -0.674, 0.695], [0.052, 0.182, 0.007], [-0.009, 0.129, -0.119], [-0.021, -0.029, -0.082], [0.142, -0.100, 0.452], [-1.516, 1.127, 0.483], [0.711, -0.178, -0.437], [0.524, -0.150, -0.199], [0.023, -0.073, -0.067], [-0.099, 0.037, 0.067], [0.082, -0.011, 0.235], [0.359, 0.051, -0.053], [0.082, 0.435, 0.316], [-0.014, -0.023, -0.091]], "de_lowest_ev": 0.533, "energy_ha": -1083.57611, "homo_lumo_gap_ev": 6.952, "fmax_ev_per_a": 1.95, "total_charge": -2}



Record 3
{"formula": "C2H2O3", "method": "ωB97M-V/def2-TZVPD", "elements": ["C", "O", "C", "O", "O", "H", "H"], "positions_angstrom": [[-0.96283, 0.02050, -0.00674], [-0.12855, 1.14494, -0.02760], [0.62035, 0.01003, 0.05103], [1.60297, -0.41884, -0.72514], [1.61964, -0.45549, 0.72797], [-1.33916, -0.14163, -0.91748], [-1.41243, -0.15950, 0.89797]], "forces_ev_per_angstrom": [[5.256, -1.217, 1.352], [2.699, 2.352, 0.730], [-7.231, 0.839, -1.565], [1.040, -0.266, -2.377], [1.850, -0.302, 3.170], [-2.047, -1.023, -3.041], [-1.567, -0.383, 1.731]], "de_lowest_ev": 5.725, "smiles": "C1OC12OO2", "energy_ha": -302.91996, "homo_lumo_gap_ev": 11.542, "fmax_ev_per_a": 7.45}



Record 4
{"formula": "C4H7BrN", "method": "ωB97M-V/def2-TZVPD", "elements": ["Br", "C", "C", "C", "N", "C", "H", "H", "H", "H", "H", "H", "H"], "positions_angstrom": [[-2.36856, 1.28892, 1.56560], [-0.41281, 1.05957, 1.15004], [-0.31093, 0.02151, 0.08736], [0.26539, -1.42672, 0.12013], [0.97230, -0.30792, -0.61716], [-0.12624, 0.19257, -1.37637], [-0.03964, 1.97206, 0.77356], [0.09632, 0.71527, 2.11089], [0.74078, -1.97275, 0.95929], [-0.21987, -2.26107, -0.43920], [1.86263, 0.06026, -0.37259], [-0.50316, -0.45791, -2.15259], [0.04379, 1.11619, -1.80896]], "forces_ev_per_angstrom": [[1.337, -0.135, -0.305], [-0.966, -1.697, 1.583], [0.594, -1.898, 0.165], [-1.000, 0.241, -0.002], [0.135, -2.576, 0.974], [-0.888, -0.734, -0.561], [0.317, 1.167, -0.111], [-0.703, 0.619, -1.367], [0.078, 1.556, -0.018], [0.371, 1.315, -0.502], [0.835, 0.502, -0.045], [-0.310, -0.584, 0.377], [0.199, 2.224, -0.188]], "de_lowest_ev": 1.630, "smiles": "BrC[C@]12C[N@H+]1C2", "energy_ha": -2785.01858, "homo_lumo_gap_ev": 10.830, "fmax_ev_per_a": 2.76, "total_charge": 1}



Record 5
{"formula": "C23H19AuF9N2OSe3", "method": "ωB97M-V/def2-TZVPD", "elements": ["Au", "Se", "Se", "C", "C", "C", "C", "C", "N", "C", "C", "C", "C", "C", "N", "H", "H", "H", "H", "H", "H", "H", "H", "F", "C", "F", "F", "C", "O", "C", "F", "F", "F", "C", "F", "F", "F", "C", "C", "C", "C", "C", "C", "Se", "C", "C", "C", "H", "H", "H", "H", "H", "H", "H", "H", "H", "H", "H"], "positions_angstrom": [[0.48734, -0.56533, 0.42104], [0.52762, -3.64087, 1.15378], [0.87301, -2.35550, 3.06664], [-0.62594, -1.12942, 3.05353], [-1.48851, -1.17356, 4.13470], [-2.53512, -0.26297, 4.19772], [-2.69907, 0.64857, 3.17089], [-1.80390, 0.62703, 2.11636], [-0.78038, -0.22986, 2.06634], [1.95803, -3.04530, -0.01249], [2.80078, -4.01164, -0.53774], [3.82289, -3.61775, -1.38792], [3.99194, -2.27035, -1.66189], [3.10603, -1.36724, -1.10542], [2.09851, -1.74916, -0.31706], [-1.34593, -1.91473, 4.90757], [-3.22133, -0.28121, 5.03375], [-3.51025, 1.36193, 3.16924], [-1.89420, 1.31041, 1.28337], [2.66459, -5.04976, -0.27021], [4.49149, -4.35476, -1.81235], [4.79333, -1.91710, -2.29477], [3.18230, -0.30513, -1.29722], [-3.14209, 0.97954, -2.87954], [-3.03249, -0.29493, -3.25624], [-2.15640, -0.31885, -4.27250], [-4.20783, -0.69845, -3.71915], [-2.50046, -1.17507, -2.08057], [-1.29814, -0.70008, -1.62278], [-2.34814, -2.65677, -2.55382], [-3.48571, -3.19006, -2.98689], [-1.88891, -3.41247, -1.54994], [-1.45213, -2.74192, -3.54267], [-3.49806, -1.11907, -0.87680], [-4.69141, -1.62689, -1.16214], [-2.99680, -1.79144, 0.16507], [-3.67458, 0.14320, -0.47230], [2.20343, 2.59536, -7.60931], [1.72373, 2.09873, -6.27960], [1.64152, 0.73595, -6.01046], [1.17532, 0.26262, -4.79887], [1.10464, -1.21107, -4.54169], [0.77700, 1.20055, -3.81390], [0.06728, 0.62954, -2.18097], [0.86591, 2.59294, -4.06167], [0.47761, 3.64505, -3.05784], [1.34830, 3.00335, -5.29059], [2.50314, 1.77759, -8.26112], [3.05101, 3.27096, -7.48559], [1.41368, 3.16104, -8.10717], [1.94522, 0.02913, -6.77342], [1.40027, -1.76991, -5.42798], [0.10286, -1.52181, -4.26604], [1.76717, -1.49163, -3.71801], [0.28641, 3.25190, -2.06342], [-0.42340, 4.16473, -3.38860], [1.27301, 4.38592, -2.97594], [1.43218, 4.06617, -5.49013]], "forces_ev_per_angstrom": [[0.321, 0.119, 0.581], [0.015, -0.028, -0.022], [-0.039, -0.030, 0.007], [-0.045, -0.017, -0.007], [-0.006, 0.048, 0.009], [0.004, -0.001, -0.004], [0.023, -0.014, -0.025], [-0.011, 0.072, 0.014], [-0.044, -0.119, -0.093], [0.112, -0.017, 0.084], [0.017, -0.019, 0.030], [0.001, 0.015, -0.009], [0.007, 0.003, 0.035], [-0.001, 0.030, -0.030], [-0.109, -0.200, -0.176], [-0.005, -0.013, -0.013], [0.005, -0.002, 0.001], [0.010, 0.005, 0.005], [-0.008, -0.018, 0.006], [0.004, 0.004, 0.006], [-0.003, 0.000, 0.005], [-0.010, -0.002, -0.002], [-0.022, -0.011, -0.035], [0.000, 0.002, 0.114], [-0.037, 0.092, -0.097], [0.096, -0.072, 0.023], [-0.054, -0.072, 0.068], [-0.556, 0.247, -0.538], [0.355, -0.017, -0.703], [0.190, -0.162, 0.078], [-0.042, 0.086, 0.031], [-0.005, 0.052, 0.019], [-0.050, -0.016, -0.005], [0.029, 0.107, 0.160], [0.034, -0.047, -0.112], [0.060, -0.036, 0.019], [0.056, 0.088, -0.039], [-0.006, 0.065, -0.026], [-0.023, 0.050, 0.040], [0.065, -0.002, -0.019], [0.059, 0.200, 0.316], [-0.011, -0.048, -0.060], [-0.445, -0.444, -1.371], [0.282, 0.276, 1.630], [-0.432, -0.213, 0.217], [-0.068, 0.103, 0.006], [0.221, -0.074, -0.057], [0.000, 0.000, 0.001], [0.007, -0.018, -0.008], [0.008, -0.014, -0.016], [-0.016, -0.016, 0.006], [0.026, -0.007, 0.017], [0.031, 0.010, -0.056], [0.007, 0.027, 0.020], [-0.003, 0.023, -0.044], [0.005, 0.004, -0.005], [-0.007, 0.014, -0.016], [0.010, 0.007, 0.039]], "de_lowest_ev": 1.172, "energy_ha": -9311.15833, "homo_lumo_gap_ev": [6.728, 6.729], "fmax_ev_per_a": 1.68, "total_charge": 1}